{"formula": "C7H12ClN2", "method": "ωB97M-V with the def2-TZVPD basis set", "species": ["C", "C", "C", "Cl", "C", "C", "N", "C", "C", "N", "H", "H", "H", "H", "H", "H", "H", "H", "H", "H", "H", "H"], "xyz": [[2.2854, -0.9784, -1.0743], [2.5127, -0.8750, 0.4000], [1.7289, 0.2046, 1.0677], [2.2386, 1.8943, 0.7692], [-0.0399, 0.0090, 0.5489], [-0.8953, -0.9909, 0.8471], [-2.1595, -0.6159, 0.4927], [-2.0547, 0.6073, -0.1048], [-3.0233, 1.4490, -0.7518], [-0.7946, 0.9837, -0.0708], [1.5144, -1.6977, -1.3869], [3.1623, -1.3733, -1.5928], [1.9676, -0.0468, -1.6441], [3.6120, -0.7750, 0.6233], [2.1280, -1.7537, 0.9474], [1.6327, 0.0998, 2.2298], [-0.7698, -1.7375, 1.5320], [-2.8770, -1.2218, 0.3150], [-3.8695, 1.6559, -0.0973], [-2.4867, 2.3993, -1.0267], [-3.5132, 0.8812, -1.6226], [-0.2991, 1.8818, -0.4009]], "atomic_forces_ev_per_a": [[-0.571, 0.006, -2.500], [0.513, -0.108, 0.890], [-3.876, 0.405, 1.517], [-0.393, -0.605, -0.248], [3.512, 0.237, 1.232], [0.678, 1.368, 0.006], [2.179, 3.666, -1.223], [0.068, -0.702, 0.159], [-1.729, 0.192, -1.601], [2.627, 0.962, 0.210], [-0.051, 0.074, 0.607], [0.113, 0.296, 0.129], [0.702, -0.685, 1.093], [-1.145, 0.037, 0.031], [0.526, -0.127, -0.466], [0.308, 0.147, -2.321], [0.514, -2.207, 1.146], [-2.425, -1.678, -0.127], [0.097, 0.267, 0.146], [-1.035, -0.977, -0.114], [0.949, 1.147, 0.833], [-1.561, -1.714, 0.600]], "e_tot_ha": -843.35772, "mol_weight_g_mol": 159.6, "total_charge": 1, "relative_energy_ev": 0.0000, "smiles": "CC[C@@H](Cl)c1c[nH]c(C)[nH+]1"}